# 1
C41H97Hg2N8O13 | ωB97M-V/def2-TZVPD

As for the molar mass: 1311.45 g/mol. As for the LUMO energy: -0.1005 Ha. For the calculated total energy, the calculation gives -90966.544 eV.

The geometry in ORCA input format:
```
! RIJCOSX wB97M-V def2-TZVPD def2/J DEFGRID3
* xyz 1 1
Hg 2.53 -1.68 -2.91
Hg -3.74 2.95 1.93
C -4.37 0.02 5.21
C -3.42 0.84 4.34
C -2.90 0.05 3.15
O -4.00 2.07 4.01
H -5.39 0.06 4.79
H -4.57 0.52 6.16
H -4.15 -1.04 5.30
H -2.59 1.08 5.04
H -2.56 -0.94 3.49
H -1.97 0.54 2.83
H -3.64 -0.11 2.38
C -0.88 0.70 -1.25
C 0.34 0.12 -1.58
C 1.51 0.15 -0.61
O 2.54 -0.53 -0.90
C 1.40 0.90 0.54
C 0.18 1.51 0.90
C -1.02 1.43 -0.06
O -2.17 1.82 0.24
O 0.16 2.18 1.91
O 0.48 -0.58 -2.62
H -1.72 0.46 -1.88
H 2.29 0.97 1.15
C 1.12 3.06 5.34
C 2.51 3.12 4.74
C 3.28 1.81 4.86
O 3.67 1.57 6.19
C 4.85 2.25 6.51
N 2.41 3.55 3.28
H 0.47 2.30 4.88
H 0.57 4.00 5.21
H 1.20 2.94 6.42
H 3.00 3.97 5.22
H 4.12 1.81 4.16
H 2.60 1.00 4.60
H 4.95 2.25 7.60
H 4.85 3.27 6.12
H 5.74 1.72 6.14
H 3.21 3.10 2.84
H 1.57 3.12 2.86
C -0.21 -5.36 -3.57
C 0.56 -4.19 -2.98
C 1.37 -4.53 -1.74
O 2.26 -3.47 -1.42
C 3.14 -3.75 -0.34
N 1.46 -3.58 -4.01
H 0.50 -6.15 -3.86
H -0.76 -5.07 -4.46
H -0.82 -5.88 -2.83
H -0.18 -3.42 -2.75
H 2.05 -5.37 -1.98
H 0.77 -4.86 -0.90
H 2.63 -3.81 0.63
H 3.84 -2.93 -0.25
H 3.71 -4.65 -0.55
H 1.04 -3.71 -4.94
H 2.21 -4.28 -4.09
C 0.01 -2.75 4.08
C 0.62 -2.47 2.72
C -0.29 -2.47 1.51
O -0.69 -3.81 1.23
C -1.99 -3.85 0.69
N 1.48 -1.26 2.74
H -0.66 -3.61 4.11
H -0.63 -1.91 4.37
H 0.76 -2.93 4.84
H 1.31 -3.31 2.50
H 0.15 -2.07 0.59
H -1.17 -1.81 1.61
H -2.16 -3.20 -0.17
H -2.68 -3.54 1.49
H -2.23 -4.89 0.49
H 1.13 -0.49 3.30
H 1.53 -0.98 1.77
C 3.45 0.63 -6.71
C 3.55 0.00 -5.31
C 3.71 1.03 -4.25
O 4.18 0.36 -3.13
C 4.82 1.18 -2.15
N 2.30 -0.80 -5.09
H 4.43 1.05 -6.96
H 2.68 1.42 -6.66
H 3.07 0.01 -7.53
H 4.39 -0.69 -5.31
H 2.78 1.60 -4.09
H 4.47 1.74 -4.60
H 5.22 0.62 -1.31
H 4.08 1.89 -1.78
H 5.63 1.74 -2.62
H 2.22 -1.51 -5.82
H 1.46 -0.23 -5.26
C -0.99 6.50 2.21
C -2.18 5.61 1.84
C -2.16 5.19 0.39
O -3.39 4.54 0.11
C -3.55 4.31 -1.26
N -2.10 4.37 2.67
H -0.98 6.89 3.23
H -1.02 7.34 1.50
H -0.03 6.00 2.07
H -3.10 6.16 2.01
H -1.30 4.56 0.15
H -2.08 6.09 -0.23
H -3.72 5.26 -1.78
H -4.35 3.62 -1.50
H -2.68 3.86 -1.76
H -1.14 4.03 2.48
H -1.91 4.43 3.67
C -5.14 -0.23 0.00
C -5.80 1.12 -0.01
C -7.28 1.05 -0.38
O -7.97 2.16 0.13
C -9.36 2.05 -0.04
N -5.70 1.75 1.36
H -5.29 -0.77 -0.94
H -5.50 -0.90 0.79
H -4.05 -0.15 0.08
H -5.30 1.78 -0.73
H -7.70 0.17 0.13
H -7.37 1.00 -1.47
H -9.78 1.31 0.66
H -9.56 1.65 -1.04
H -9.97 2.95 0.03
H -6.54 2.32 1.45
H -5.80 1.00 2.04
C 6.94 -1.46 2.50
C 5.45 -1.69 2.38
C 4.98 -3.05 2.86
O 5.36 -4.07 1.99
C 5.12 -5.36 2.56
N 4.65 -0.66 3.07
H 7.54 -2.14 1.89
H 7.22 -1.61 3.55
H 7.22 -0.46 2.18
H 5.21 -1.58 1.30
H 3.90 -2.97 3.05
H 5.47 -3.19 3.84
H 5.90 -5.52 3.31
H 5.27 -6.09 1.77
H 4.08 -5.45 2.89
H 3.72 -1.06 3.17
H 4.55 0.19 2.53
C -2.24 -2.12 -5.06
C -1.41 -1.25 -6.00
C -2.33 -0.76 -7.12
O -1.57 -0.32 -8.24
C -1.54 1.10 -8.43
N -0.87 -0.06 -5.28
H -1.58 -2.50 -4.27
H -2.65 -3.02 -5.53
H -3.03 -1.54 -4.57
H -0.57 -1.79 -6.44
H -3.01 0.00 -6.72
H -2.98 -1.56 -7.47
H -1.16 1.20 -9.45
H -0.87 1.69 -7.79
H -2.53 1.57 -8.43
H -1.60 0.64 -5.37
H -0.81 -0.27 -4.29
*
```

Here are the Mulliken charges for atoms 1 to 6, given in e: 2.38, 1.85, -1.64, 0.95, -0.57, -0.89



# 2
C4H13NOS2 | ωB97M-V/def2-TZVPD

The energy above the lowest of the compared OMol25 structures with the same formula, charge and spin comes out at 116.25 kJ/mol. As for the molar mass: 155.29 g/mol. As for the LUMO energy: 0.0236 Ha. For the calculated total energy, the calculation gives -29566.178 eV. As for the SMILES: CCSSCCN.O.

The geometry in ORCA input format:
```
! RIJCOSX wB97M-V def2-TZVPD def2/J DEFGRID3
* xyz 0 1
C -1.09 1.07 2.40
C -0.41 1.57 1.09
S -1.31 0.79 -0.32
S 0.06 -0.24 -1.43
C 1.36 -1.27 -0.63
C 0.98 -2.67 -0.17
N 0.55 -3.46 -1.38
H -0.84 0.03 2.46
H -0.64 1.65 3.22
H -2.15 1.15 2.21
H -0.50 2.62 0.88
H 0.65 1.20 1.12
H 2.14 -1.30 -1.38
H 1.82 -0.68 0.22
H 1.88 -3.14 0.22
H 0.07 -2.63 0.42
H 1.20 -3.31 -2.14
H -0.40 -3.28 -1.67
O -0.94 4.10 -1.43
H -1.10 3.17 -1.55
H -1.32 4.62 -2.14
*
```

Here are the Mulliken charges for atoms 1 to 6, given in e: -0.98, -0.42, -0.19, -0.04, -0.61, -0.46



# 3
C4H5N | ωB97M-V/def2-TZVPD

The energy above the lowest of the compared OMol25 structures with the same formula, charge and spin comes out at 298.31 kJ/mol. As for the molar mass: 67.09 g/mol. As for the LUMO energy: 0.0360 Ha. For the calculated total energy, the calculation gives -5715.755 eV. As for the SMILES: C#CC.C#N.

The geometry in ORCA input format:
```
! RIJCOSX wB97M-V def2-TZVPD def2/J DEFGRID3
* xyz 0 1
C 0.57 -1.57 0.39
C 0.95 -0.46 0.19
C 1.50 0.88 0.01
H -0.09 -2.49 0.39
H 2.30 1.11 0.83
H 0.72 1.65 0.12
H 1.96 0.82 -0.97
C -2.68 0.01 -0.30
N -1.59 0.31 -0.43
H -3.64 -0.26 -0.22
*
```

Here are the Mulliken charges for atoms 1 to 6, given in e: 0.00, -0.15, -0.95, 0.34, 0.26, 0.29



# 4
C6H14 | ωB97M-V/def2-TZVPD

The energy above the lowest of the compared OMol25 structures with the same formula, charge and spin comes out at 484.94 kJ/mol. As for the molar mass: 86.18 g/mol. As for the LUMO energy: 0.0407 Ha. For the calculated total energy, the calculation gives -6444.383 eV.

The geometry in ORCA input format:
```
! RIJCOSX wB97M-V def2-TZVPD def2/J DEFGRID3
* xyz 0 1
C 2.60 0.02 -0.39
C 1.29 -0.71 -0.26
C 0.05 -0.05 -0.01
C -0.05 1.44 -0.23
C -1.21 -0.87 -0.20
C -2.50 -0.31 0.39
H 2.85 0.61 0.50
H 3.41 -0.71 -0.52
H 2.64 0.70 -1.25
H 1.25 -1.79 -0.39
H 0.76 -0.45 1.02
H -0.08 0.09 1.73
H -0.89 1.87 0.31
H 0.87 1.95 0.09
H -0.17 1.59 -1.31
H -1.02 -1.88 0.18
H -1.31 -0.97 -1.29
H -2.80 0.62 -0.10
H -3.31 -1.02 0.26
H -2.38 -0.11 1.46
*
```

Here are the Mulliken charges for atoms 1 to 6, given in e: -1.31, -0.55, 0.81, -1.41, -0.53, -1.33



# 5
CH5N2S | ωB97M-V/def2-TZVPD

The energy above the lowest of the compared OMol25 structures with the same formula, charge and spin comes out at 20.99 kJ/mol. As for the molar mass: 77.13 g/mol. As for the LUMO energy: 0.1621 Ha. For the calculated total energy, the calculation gives -14934.667 eV.

The geometry in ORCA input format:
```
! RIJCOSX wB97M-V def2-TZVPD def2/J DEFGRID3
* xyz -1 1
S -2.40 1.27 0.31
H -2.59 1.94 1.44
N -0.08 -1.01 0.13
C 0.90 -0.20 -0.27
N 2.14 -0.50 -0.40
H -0.10 -2.01 -0.05
H -1.02 -0.61 0.01
H 0.50 0.82 -0.38
H 2.64 0.29 -0.80
*
```

Here are the Mulliken charges for atoms 1 to 6, given in e: -0.85, -0.05, -0.37, 0.29, -0.76, 0.26



# 6
C23H48IrNOP3S | ωB97M-V/def2-TZVPD

The energy above the lowest of the compared OMol25 structures with the same formula, charge and spin comes out at 294.49 kJ/mol. As for the molar mass: 671.85 g/mol. As for the LUMO energy (spin up / spin down): -0.4305 / -0.5514 Ha. For the calculated total energy, the calculation gives -69660.318 eV.

The geometry in ORCA input format:
```
! RIJCOSX wB97M-V def2-TZVPD def2/J DEFGRID3
* xyz 4 6
Ir 0.59 -0.08 -1.29
P -1.26 1.05 -2.17
P -1.12 -1.86 -0.21
P 0.72 -1.57 -2.83
H 3.80 0.18 -1.25
C 2.95 -0.09 -1.90
C 1.99 1.03 -2.01
H 2.03 1.81 -1.24
C -1.65 2.57 -1.23
C -2.86 0.23 -2.50
C -0.62 1.66 -3.77
C -0.11 -2.69 1.10
C -2.59 -1.29 0.79
C -1.92 -3.33 -0.98
C 1.58 -1.18 -4.41
C -0.76 -2.22 -3.71
C 1.60 -2.95 -2.10
H 3.30 -0.59 -2.79
H 1.93 1.45 -3.00
H -0.74 3.16 -1.10
H -2.02 2.32 -0.23
H -2.40 3.18 -1.75
H -3.20 -0.36 -1.64
H -2.79 -0.43 -3.38
H -3.61 1.00 -2.71
H 0.42 1.97 -3.66
H -1.20 2.55 -4.08
H -0.69 0.89 -4.55
H -0.76 -2.90 1.97
H 0.74 -2.06 1.42
H 0.27 -3.63 0.69
H -3.40 -2.02 0.67
H -2.96 -0.30 0.48
H -2.32 -1.25 1.86
H -2.45 -3.88 -0.19
H -1.18 -3.99 -1.45
H -2.66 -3.01 -1.73
H 2.66 -1.33 -4.36
H 1.38 -0.14 -4.68
H 1.22 -1.82 -5.22
H -0.61 -3.29 -3.83
H -0.82 -1.76 -4.71
H -1.71 -2.05 -3.24
H 2.47 -3.19 -2.72
H 0.95 -3.82 -2.05
H 1.97 -2.75 -1.09
C 3.33 1.71 2.34
C 3.54 0.78 3.36
C 3.52 -0.59 3.10
C 3.26 -1.04 1.80
C 2.77 -0.13 0.88
C 3.00 1.23 1.06
S 3.30 3.44 2.65
H 2.64 3.79 1.57
H 3.72 1.17 4.36
H 3.67 -1.31 3.90
H 3.42 -2.07 1.48
H 2.20 -0.52 0.03
H 2.96 1.97 0.27
O 0.26 1.02 0.59
C -0.64 1.18 1.63
C -0.84 2.60 2.02
C -1.81 3.08 2.98
C -2.02 2.36 4.32
C -2.25 0.85 4.12
C -0.94 0.07 3.92
N -0.20 0.37 2.74
H -0.39 3.31 1.31
H -1.65 0.86 1.34
H -1.55 4.13 3.16
H -2.78 3.07 2.45
H -1.17 2.53 5.00
H -2.92 2.78 4.77
H -2.71 0.45 5.04
H -2.96 0.67 3.30
H -0.29 0.30 4.78
H -1.17 -1.01 3.98
H 0.55 -0.29 2.51
*
```

Here are the Mulliken charges for atoms 1 to 6, given in e: 0.88, 0.83, 0.95, 0.63, 0.46, -1.60



# 7
C21H36N5SeSi2Tl | ωB97M-V/def2-TZVPD

The energy above the lowest of the compared OMol25 structures with the same formula, charge and spin comes out at 41.38 kJ/mol. As for the molar mass: 698.07 g/mol. As for the LUMO energy (spin up / spin down): -0.3458 / -0.3458 Ha. For the calculated total energy, the calculation gives -115590.560 eV.

The geometry in ORCA input format:
```
! RIJCOSX wB97M-V def2-TZVPD def2/J DEFGRID3
* xyz 2 1
Tl -0.81 0.25 0.27
C 1.93 -0.74 3.40
Si 2.83 0.17 2.00
C 4.70 0.17 2.34
C 2.29 1.98 2.21
C 2.40 -0.55 0.40
C 2.06 -1.90 0.38
C 3.08 -2.87 0.40
C 2.77 -4.23 0.51
C 1.43 -4.59 0.41
C 0.47 -3.57 0.42
N 0.76 -2.27 0.44
Si 2.74 0.20 -1.20
C 1.91 -0.67 -2.65
C 4.56 0.40 -1.59
C 2.16 1.98 -1.36
H 1.93 -0.09 4.31
H 2.37 -1.68 3.64
H 0.89 -0.90 3.13
H 4.87 0.33 3.43
H 5.18 1.01 1.81
H 5.21 -0.76 2.08
H 2.64 2.34 3.19
H 1.21 2.11 2.23
H 2.72 2.66 1.44
H 4.14 -2.52 0.32
H 3.60 -4.94 0.58
H 1.16 -5.61 0.27
H -0.61 -3.79 0.45
H 2.11 -1.73 -2.52
H 2.35 -0.32 -3.62
H 0.81 -0.49 -2.66
H 5.11 -0.52 -1.48
H 5.04 1.17 -0.95
H 4.65 0.74 -2.64
H 1.07 2.11 -1.26
H 2.42 2.40 -2.39
H 2.63 2.70 -0.67
N -0.70 3.45 0.48
C -1.62 4.16 -0.38
C -3.10 4.01 -0.01
C -3.69 2.57 -0.07
N -3.15 1.67 0.91
H -0.96 3.52 1.46
H 0.24 3.85 0.37
H -1.48 3.82 -1.40
H -1.41 5.26 -0.47
H -3.67 4.65 -0.66
H -3.27 4.48 1.00
H -3.48 2.17 -1.07
H -4.77 2.72 0.03
H -3.75 0.88 1.05
H -2.86 2.10 1.79
Se -3.24 -2.67 1.69
N -2.73 -1.60 0.26
C -3.56 -1.85 -0.77
C -3.55 -1.21 -2.05
C -4.67 -1.33 -2.89
C -5.75 -2.19 -2.56
C -5.77 -2.92 -1.38
C -4.72 -2.77 -0.44
N -4.67 -3.30 0.79
H -2.66 -0.69 -2.44
H -4.68 -0.74 -3.83
H -6.54 -2.39 -3.29
H -6.54 -3.65 -1.15
*
```

Here are the Mulliken charges for atoms 1 to 6, given in e: 1.07, -0.98, -0.13, -1.01, -0.87, 0.88



# 8
C5H8O | ωB97M-V/def2-TZVPD

The energy above the lowest of the compared OMol25 structures with the same formula, charge and spin comes out at 635.60 kJ/mol. As for the molar mass: 84.12 g/mol. As for the LUMO energy (spin up / spin down): 0.0382 / 0.0371 Ha. For the calculated total energy, the calculation gives -7355.668 eV.

The geometry in ORCA input format:
```
! RIJCOSX wB97M-V def2-TZVPD def2/J DEFGRID3
* xyz 0 1
C -0.79 -1.41 -0.01
C 0.58 -0.90 -0.11
C 0.83 0.61 -0.32
C -0.51 1.33 -0.48
O -0.76 1.11 0.94
C 0.59 0.91 1.08
H -1.50 -1.22 -0.80
H -1.10 -2.07 0.79
H 0.29 -1.73 -0.95
H 1.34 -1.40 0.49
H 1.72 0.88 -0.88
H -1.29 0.89 -1.11
H -0.40 2.40 -0.67
H 1.01 0.60 2.03
*
```

Here are the Mulliken charges for atoms 1 to 6, given in e: -0.94, -0.50, 0.17, -0.50, -0.31, -0.46



# 9
C6H4O4 | ωB97M-V/def2-TZVPD

The energy above the lowest of the compared OMol25 structures with the same formula, charge and spin comes out at 219.93 kJ/mol. As for the molar mass: 140.09 g/mol. As for the LUMO energy: -0.0419 Ha. For the calculated total energy, the calculation gives -14474.294 eV. As for the SMILES: C=C1C(=O)OC=C1C(=O)O.

The geometry in ORCA input format:
```
! RIJCOSX wB97M-V def2-TZVPD def2/J DEFGRID3
* xyz 0 1
C -0.71 2.05 -0.34
C -0.65 0.67 -0.06
C -1.88 -0.10 0.09
O -3.02 0.19 0.13
O -1.39 -1.46 0.06
C -0.14 -1.48 -0.04
C 0.49 -0.32 -0.02
C 1.92 -0.03 0.01
O 2.70 -0.95 -0.30
O 2.36 1.10 0.40
H 0.16 2.47 -0.42
H -1.57 2.46 -0.42
H 0.37 -2.40 0.03
H 1.70 1.64 0.64
*
```

Here are the Mulliken charges for atoms 1 to 6, given in e: -1.58, 0.68, 0.30, -0.47, -0.34, -0.24



# 10
C29H31CdNP2Si | ωB97M-V/def2-TZVPD

As for the molar mass: 596.02 g/mol. As for the LUMO energy: -0.0056 Ha. For the calculated total energy, the calculation gives -63080.935 eV.

The geometry in ORCA input format:
```
! RIJCOSX wB97M-V def2-TZVPD def2/J DEFGRID3
* xyz 0 1
Cd -0.25 -1.67 -0.67
N 1.47 0.07 -0.93
P 2.10 -1.61 -0.67
C 3.88 -1.27 -1.02
C 4.26 -0.58 -2.18
C 5.61 -0.34 -2.47
C 6.60 -0.81 -1.61
C 6.24 -1.53 -0.47
C 4.90 -1.77 -0.19
C 2.02 -1.68 1.15
C 1.35 -2.77 1.74
C 1.27 -2.89 3.13
C 1.85 -1.93 3.95
C 2.51 -0.84 3.38
C 2.59 -0.72 1.99
P -0.19 0.70 -0.67
C 0.04 1.40 1.01
C 1.00 2.38 1.32
C 1.11 2.89 2.61
C 0.28 2.42 3.63
C -0.67 1.44 3.34
C -0.78 0.93 2.04
C -0.14 2.25 -1.66
C -1.35 2.93 -1.84
C -1.42 4.12 -2.58
C -0.27 4.64 -3.16
C 0.95 3.98 -3.00
C 1.01 2.79 -2.25
H 1.60 0.19 -1.93
H 3.52 -0.22 -2.89
H 5.89 0.20 -3.37
H 7.65 -0.63 -1.83
H 7.01 -1.91 0.19
H 4.66 -2.35 0.70
H 0.89 -3.53 1.12
H 0.75 -3.74 3.57
H 1.78 -2.02 5.03
H 2.95 -0.07 4.02
H 3.10 0.15 1.57
H 1.67 2.76 0.55
H 1.85 3.65 2.83
H 0.37 2.81 4.63
H -1.31 1.05 4.13
H -1.52 0.15 1.85
H -2.27 2.55 -1.39
H -2.37 4.63 -2.70
H -0.31 5.56 -3.73
H 1.85 4.39 -3.44
H 1.99 2.33 -2.12
C -6.08 -3.37 -1.14
Si -5.44 -1.67 -0.67
C -6.08 -0.42 -1.91
C -6.08 -1.22 1.04
C -3.55 -1.67 -0.67
C -2.36 -1.67 -0.67
H -7.17 -3.39 -1.14
H -5.73 -4.13 -0.42
H -5.73 -3.66 -2.13
H -7.17 -0.41 -1.92
H -5.73 -0.66 -2.92
H -5.73 0.59 -1.66
H -7.17 -1.22 1.05
H -5.73 -0.23 1.33
H -5.73 -1.94 1.78
H -0.25 -3.43 -0.67
*
```

Here are the Mulliken charges for atoms 1 to 6, given in e: -0.24, -0.50, 0.24, 0.70, -0.50, -0.70



# 11
C4H11N2S | ωB97M-V/def2-TZVPD

The energy above the lowest of the compared OMol25 structures with the same formula, charge and spin comes out at 334.66 kJ/mol. As for the molar mass: 119.21 g/mol. As for the LUMO energy: 0.1349 Ha. For the calculated total energy, the calculation gives -18139.630 eV.

The geometry in ORCA input format:
```
! RIJCOSX wB97M-V def2-TZVPD def2/J DEFGRID3
* xyz -1 1
N 3.16 -0.15 -1.45
C 2.51 -0.31 -0.32
C -2.96 0.12 -0.81
S -2.73 -1.30 0.34
C 1.06 -0.51 -0.36
N 0.26 -0.70 0.86
C -0.03 0.59 1.45
H 4.10 -0.52 -1.34
H -3.81 0.75 -0.49
H 2.88 -0.14 0.73
H -3.18 -0.23 -1.82
H -2.10 0.81 -0.81
H 0.57 -0.90 -1.24
H 1.34 0.63 -0.33
H -0.70 -1.12 0.65
H 0.67 1.06 2.16
H -0.95 0.47 2.02
H -0.09 1.46 0.77
*
```

Here are the Mulliken charges for atoms 1 to 6, given in e: -0.73, 0.07, -0.70, -0.67, -0.21, -0.39



# 12
CH9N3O2 | ωB97M-V/def2-TZVPD

The energy above the lowest of the compared OMol25 structures with the same formula, charge and spin comes out at 0.00 kJ/mol. As for the molar mass: 95.10 g/mol. As for the LUMO energy (spin up / spin down): 0.1531 / 0.1504 Ha. For the calculated total energy, the calculation gives -9747.913 eV.

The geometry in ORCA input format:
```
! RIJCOSX wB97M-V def2-TZVPD def2/J DEFGRID3
* xyz -1 2
N -0.69 0.54 1.53
C 0.51 0.71 0.93
N 0.56 1.76 0.04
N 1.48 -0.12 1.18
H -0.66 -0.22 2.19
H -1.44 0.54 0.88
H -0.34 1.96 -0.40
H 1.31 1.66 -0.65
H 2.41 0.26 0.94
H -2.39 -0.56 -1.80
H -0.97 -0.70 -1.40
O -1.63 -0.03 -1.54
H 0.80 -1.32 -0.16
H 0.65 -2.72 -0.83
O 0.39 -1.75 -0.92
*
```

Here are the Mulliken charges for atoms 1 to 6, given in e: -0.48, -0.60, -0.61, -0.83, 0.57, 0.42



- Which formula does entry 2 have?
  C4H13NOS2



- Which of these has the lowest calculated total energy?
  C21H36N5SeSi2Tl